Entry 1:
The following is a quantum chemistry calculation of C3H7NO3 as an isolated structure at a distorted geometry, from the OMol25 dataset.

Cartesian coordinates (Å):
O -1.46017 0.03296 -0.38580
N -2.15151 -0.00682 0.85107
H 1.30930 -0.23947 -1.74771
O 1.88745 0.65445 0.92210
H -2.86445 0.72021 0.84043
O -0.10746 2.29610 -0.13947
H 0.15402 -1.51938 -1.33174
H 0.20733 -0.65540 1.15445
C 0.97432 -0.91023 -0.95751
H -2.66515 -0.88523 0.89069
H 2.43995 1.00758 0.20895
C -0.02042 1.17573 0.09159
H 1.80985 -1.53334 -0.64577
C 0.48694 -0.13715 0.24873

Computed properties:
Charge: 0
Energy above the lowest of the compared OMol25 structures with the same formula, charge and spin in kcal/mol: 148.8
Orbital gap in Ha: 0.326
Strongest force on any atom in hartree/bohr: 0.089

Entry 2:
The following is a quantum chemistry calculation of C3H7NO3 as an isolated structure at a distorted geometry, from the OMol25 dataset.

Cartesian coordinates (Å):
H -0.48269 -0.63245 1.15858
O -0.39642 0.25081 -1.04046
C 0.21508 -1.22018 -1.01573
O 1.06325 -1.38258 -1.86429
H -0.06768 -2.77600 0.08859
H -1.07732 0.62740 2.34814
C -0.25630 0.43484 1.66357
N -0.30968 -1.79519 0.00719
H 0.69834 0.24987 2.15307
C -0.19159 1.30642 0.53387
O 0.23669 1.00818 -2.08136
H 0.84974 0.31186 -2.42973
H -1.04616 1.91636 0.26867
H 0.76473 1.70066 0.20990

Computed properties:
Charge: 0
Energy above the lowest of the compared OMol25 structures with the same formula, charge and spin in kcal/mol: 146.7
Orbital gap in Ha: 0.357
Strongest force on any atom in hartree/bohr: 0.023

Entry 3:
The following is a quantum chemistry calculation of a 2-piece molecular cluster, C3H7NO3 overall at a distorted geometry, from the OMol25 dataset.

Cartesian coordinates (Å):
C -1.21833 0.41702 0.11820
O 2.65212 1.51652 -0.00166
H -1.33062 0.29964 1.19415
H 0.83073 -0.80963 1.37844
O 0.97695 -1.80635 -0.46624
H -1.75548 -0.39569 -0.37903
C 0.96377 -0.65139 0.31056
C 2.91085 0.24102 0.04925
O 3.90794 -0.39624 -0.00875
H 1.75439 -2.32730 -0.24312
H 1.66754 1.63762 0.04999
H 0.30418 0.40894 -1.22803
N 0.20772 0.41902 -0.21378
H -1.65119 1.36861 -0.18479

Computed properties:
Charge: 0
Energy above the lowest of the compared OMol25 structures with the same formula, charge and spin in kcal/mol: 68.6
Orbital gap in Ha: 0.325
Strongest force on any atom in hartree/bohr: 0.090

Entry 4:
The following is a quantum chemistry calculation of one molecule with the formula C3H7NO3 at a distorted geometry, from the OMol25 dataset.

Cartesian coordinates (Å):
H 0.71370 -1.42458 -0.99155
H -1.55554 -1.35890 1.32153
O -0.18904 -1.44155 -0.62574
H -1.66757 0.50565 -1.86213
H -1.42602 1.54587 -0.47467
O -1.81567 -0.60090 0.82352
H 2.53740 0.56594 1.39464
H 0.11085 0.96953 -1.51678
N 0.47415 0.32834 0.89962
C -0.95540 0.70831 -1.02427
C -0.73461 -0.39165 -0.00408
H 0.40131 0.57732 1.83489
O 2.30116 -0.16844 -0.40621
C 1.80528 0.18506 0.63124

Computed properties:
Structure (SMILES): CC(O)(O)NC=O
Charge: 0
Energy above the lowest of the compared OMol25 structures with the same formula, charge and spin in kcal/mol: 46.4
Orbital gap in Ha: 0.391
Strongest force on any atom in hartree/bohr: 0.089